No. 1
The following is a quantum chemistry calculation of an isolated molecule of C23H34N4O2, from OMol25.

Structure (ORCA input):
```
! RIJCOSX wB97M-V def2-TZVPD def2/J DEFGRID3
* xyz 0 1
C -2.0485 -1.0675 -4.2257
C -0.6756 -1.2837 -3.5884
N -0.1949 -2.6293 -3.8568
C 0.5958 -2.7641 -5.0586
C 2.0542 -2.2972 -4.9615
C 0.1993 -3.4461 -2.7427
C -0.9810 -3.8151 -1.8283
C -0.2897 -4.2623 -0.5516
N 0.8454 -3.3598 -0.4458
C 1.2858 -2.9674 0.7591
O 0.8140 -3.4120 1.7938
C 2.3938 -1.9175 0.8018
C 1.8597 -0.7186 1.5926
C 0.6013 -0.2358 0.9756
N 0.2961 -0.2086 -0.2796
N -0.9690 0.2628 -0.3735
C -1.3708 0.5107 0.8287
C -2.6889 1.0285 1.2522
C -2.6179 2.4264 1.8842
C -2.2815 3.5367 0.8864
C -0.7775 3.7212 0.6404
C -0.0688 4.1919 1.8792
C 0.7412 3.3414 2.6194
C 1.3620 3.7802 3.7764
C 1.1813 5.0814 4.2097
C 0.3806 5.9415 3.4767
C -0.2379 5.4990 2.3223
O -0.4174 0.2112 1.7403
C 1.2362 -2.8519 -1.7470
H -1.9960 -1.1736 -5.3065
H -2.4125 -0.0711 -3.9897
H -2.7552 -1.8005 -3.8467
H -0.7608 -1.1164 -2.5156
H 0.0219 -0.5310 -3.9770
H 0.0909 -2.1923 -5.8403
H 0.5792 -3.8174 -5.3586
H 2.6258 -2.9439 -4.3010
H 2.1071 -1.2805 -4.5797
H 2.5142 -2.3199 -5.9462
H 0.6083 -4.3724 -3.1610
H -1.6070 -4.5890 -2.2650
H -1.5905 -2.9330 -1.6386
H -0.9037 -4.1759 0.3458
H 0.0652 -5.2969 -0.6321
H 3.2484 -2.3422 1.3307
H 2.7011 -1.6049 -0.1915
H 2.5987 0.0872 1.6135
H 1.6354 -1.0194 2.6177
H -3.3363 1.0418 0.3750
H -3.1004 0.3321 1.9875
H -1.8875 2.4263 2.6959
H -3.5976 2.6317 2.3204
H -2.7739 3.3270 -0.0652
H -2.6806 4.4788 1.2688
H -0.6505 4.4647 -0.1505
H -0.3421 2.7875 0.2849
H 0.8937 2.3242 2.2897
H 1.9876 3.1032 4.3401
H 1.6646 5.4255 5.1121
H 0.2398 6.9609 3.8058
H -0.8570 6.1768 1.7514
H 2.2548 -3.1692 -1.9912
H 1.1812 -1.7607 -1.7587
*
```

Values from the calculation:
- energy above the lowest of the compared OMol25 structures with the same formula, charge and spin (eV) = 1.723
- SMILES = CCN(CC)[C@@H]1CCN(C(=O)CCc2nnc(CCCCc3ccccc3)o2)C1
- LUMO energy (Eh) = 0.02981
- highest occupied orbital energy (eV) = -7.966
- HOMO-LUMO gap (Eh) = 0.32255

No. 2
The following is a quantum chemistry calculation of a cluster of 2 separate species, C5H12NO in total, from OMol25.

Structure (ORCA input):
```
! RIJCOSX wB97M-V def2-TZVPD def2/J DEFGRID3
* xyz 1 3
C -2.0906 0.6687 1.0211
C -1.2601 -0.3492 1.2186
C 1.1922 -0.3702 -1.6705
C 1.0046 1.2790 0.1046
C -0.2007 -0.7999 0.3098
N 0.3037 0.2077 -0.6461
O 0.8291 -1.5381 0.7590
H -2.8655 0.8844 1.7300
H -2.0625 1.3194 0.1609
H -1.3934 -0.9792 2.0863
H 0.6653 -1.1450 -2.2237
H 1.5237 0.4088 -2.3530
H 2.0592 -0.8135 -1.1829
H 1.3930 2.0245 -0.5863
H 0.3249 1.7620 0.8055
H 1.8333 0.8440 0.6608
H -1.3367 -1.9533 -0.6171
H -0.5165 0.6201 -1.1065
H 0.5970 -2.0702 1.5295
*
```

Values from the calculation:
- energy above the lowest of the compared OMol25 structures with the same formula, charge and spin (eV) = 1.481
- LUMO energy (alpha / beta) (Eh) = -0.10578 / -0.22644
- highest occupied orbital energy (alpha / beta) (eV) = -11.043 / -14.998
- HOMO-LUMO gap (alpha / beta) (Eh) = 0.30005 / 0.32473

No. 3
The following is a quantum chemistry calculation of a structure of composition C44H48F4HgN10OSi, from OMol25.

Structure (ORCA input):
```
! RIJCOSX wB97M-V def2-TZVPD def2/J DEFGRID3
* xyz -1 2
Hg -0.5131 0.2432 -0.3073
C -2.7365 2.7009 -1.2996
C -1.4985 3.3834 -0.7971
C -1.3242 4.7462 -0.9543
C -0.1093 5.3136 -0.5337
C 0.8425 4.5283 0.0510
C 0.5985 3.1368 0.2358
N -0.5719 2.6083 -0.2288
C 1.5434 2.2735 0.8725
C 2.7038 2.7947 1.5143
C 3.6328 1.9638 2.0570
C 3.4481 0.5670 1.9512
C 2.2986 0.1046 1.3490
N 1.3415 0.9046 0.8652
C 2.1627 -1.3695 1.1735
C 3.2684 -2.0909 0.7312
C 3.1547 -3.4625 0.6033
C 1.9479 -4.0626 0.9079
C 0.8818 -3.2638 1.3109
C -0.4523 -3.8827 1.6070
N 0.9924 -1.9429 1.4454
H -3.4810 3.4303 -1.6148
H -3.1722 2.0521 -0.5399
H -2.4572 2.0448 -2.1275
H -2.0954 5.3418 -1.4203
H 0.0797 6.3693 -0.6851
H 1.7892 4.9612 0.3317
H 2.8431 3.8610 1.5900
H 4.5084 2.3659 2.5495
H 4.1663 -0.1290 2.3583
H 4.1808 -1.5755 0.4647
H 3.9927 -4.0533 0.2536
H 1.8115 -5.1317 0.8111
H -0.4451 -4.3621 2.5882
H -0.6972 -4.6420 0.8649
H -1.2221 -3.1190 1.5921
C -1.9417 -0.7592 3.5853
N -1.6885 0.3684 2.7192
C -1.1940 1.4869 3.4918
C -2.8603 0.7394 1.9530
C -3.3509 -0.3243 0.9723
N -2.3376 -0.9109 0.1019
C -2.6823 -1.9997 -0.6036
C -1.6666 -2.7874 -1.2036
F -0.3818 -2.3701 -1.0946
C -1.8961 -3.9757 -1.8496
F -0.8295 -4.6769 -2.2971
C -3.1699 -4.4956 -2.0129
C -4.1886 -3.7344 -1.4782
F -5.4668 -4.1551 -1.6178
C -3.9754 -2.5493 -0.7997
F -5.0953 -1.9189 -0.3495
H -2.6799 -0.5111 4.3707
H -1.0128 -1.0750 4.0593
H -2.3212 -1.5967 3.0073
H -1.9140 1.7988 4.2709
H -1.0016 2.3346 2.8397
H -0.2587 1.2096 3.9794
H -2.6348 1.6734 1.4353
H -3.7170 0.9462 2.6275
H -4.1604 0.1461 0.3996
H -3.8266 -1.1183 1.5630
H -3.3542 -5.4209 -2.5331
C -1.9112 1.8708 -5.6099
C -0.5388 2.3556 -5.1228
C 0.3741 2.5606 -6.3347
C -0.7397 3.7109 -4.4401
Si 0.1200 1.0158 -3.9163
O -0.7781 0.8127 -2.6313
C 0.1660 -0.5750 -4.9829
C 0.8565 -0.7831 -6.1825
C 0.6892 -1.9353 -6.9374
C -0.2008 -2.9136 -6.5183
C -0.9074 -2.7294 -5.3412
C -0.7161 -1.5814 -4.5824
C 1.9572 1.4639 -3.4119
C 2.1498 2.9246 -3.1903
C 3.1246 3.6259 -3.7696
C 4.1072 2.9784 -4.6421
C 4.1284 1.6606 -4.8315
C 3.1123 0.7657 -4.1968
H -2.3282 2.5887 -6.3265
H -2.6108 1.7785 -4.7778
H -1.8509 0.8988 -6.1026
H 0.0095 3.4034 -6.9344
H 0.3845 1.6852 -6.9829
H 1.4026 2.7866 -6.0428
H -1.2743 4.3853 -5.1212
H 0.2061 4.1888 -4.1850
H -1.3256 3.6228 -3.5299
H 1.5371 -0.0288 -6.5583
H 1.2411 -2.0609 -7.8608
H -0.3474 -3.8080 -7.1118
H -1.6110 -3.4811 -5.0120
H -1.2728 -1.4365 -3.6648
H 1.4646 3.3997 -2.4960
H 3.2228 4.6878 -3.5833
H 4.8546 3.6028 -5.1174
H 4.8905 1.1981 -5.4477
H 2.7754 0.0131 -4.9051
N 3.9629 -2.2817 -3.5136
N 3.2241 -1.2919 -2.9136
N 3.6045 0.0789 -2.9547
C 2.4725 0.6734 -2.1843
N 1.6557 -0.4630 -1.7383
N 2.1267 -1.5170 -2.1950
H 4.2225 -2.9871 -2.8295
H 3.4178 -2.7148 -4.2566
H 2.7602 1.2676 -1.3141
*
```

Values from the calculation:
- energy above the lowest of the compared OMol25 structures with the same formula, charge and spin (eV) = 2.482
- LUMO energy (alpha / beta) (Eh) = 0.09631 / 0.09611
- highest occupied orbital energy (alpha / beta) (eV) = -2.530 / -4.750
- HOMO-LUMO gap (alpha / beta) (Eh) = 0.18930 / 0.27066

No. 4
The following is a quantum chemistry calculation of the ion C6H9N2O with charge +1, from OMol25.

Structure (ORCA input):
```
! RIJCOSX wB97M-V def2-TZVPD def2/J DEFGRID3
* xyz 1 1
C -2.2238 1.6539 2.6529
O -1.0385 1.5777 1.8798
C -0.7072 0.6881 0.9708
N 0.4736 0.6078 0.5047
C 0.8502 -0.2661 -0.5223
C 0.2129 -1.0393 -1.3795
C 1.0897 -1.6639 -2.3118
C 2.4614 -1.0404 -1.8153
N 2.2794 -0.2786 -0.8271
H -2.6806 2.6332 2.4120
H -1.8357 1.7366 3.7407
H -2.9254 0.6896 2.4108
H -1.5132 0.0276 0.7181
H 1.0959 1.4274 0.7596
H -0.8218 -1.3972 -1.3761
H 0.9344 -1.3518 -3.3366
H 0.9103 -2.7897 -2.2971
H 3.4384 -1.2149 -2.1837
*
```

Values from the calculation:
- energy above the lowest of the compared OMol25 structures with the same formula, charge and spin (eV) = 1.697
- SMILES = CO/C=[NH+]/C1=CCC=N1
- LUMO energy (Eh) = -0.16129
- highest occupied orbital energy (eV) = -13.377
- HOMO-LUMO gap (Eh) = 0.33030

No. 5
The following is a quantum chemistry calculation of a cluster of 8 separate species, C25H37Cl21NO2 in total, from OMol25.

Structure (ORCA input):
```
! RIJCOSX wB97M-V def2-TZVPD def2/J DEFGRID3
* xyz -1 1
C 5.3696 -3.6979 3.4208
C 4.4368 -2.3184 3.1993
C 4.0765 -1.8714 4.7727
C 3.1038 -2.8678 2.4293
C 5.3952 -1.2935 2.4088
C 4.7845 -0.0688 1.5650
C 3.9251 -0.4976 0.1942
C 6.1302 0.6947 0.9131
C 3.8930 1.0470 2.3656
C 2.5170 0.7028 3.2534
C 1.5921 1.8195 4.0174
C 1.9477 3.4241 3.9370
O 1.0266 4.3509 4.6147
C 0.2600 5.1742 3.6665
C -0.5259 4.3190 2.4939
O -1.6278 3.4984 3.0199
C -1.5880 2.1157 2.5207
C -2.6040 1.7956 1.2726
N -1.8500 0.8187 0.3459
C 3.3015 3.8255 3.1010
C 4.2483 2.6826 2.3278
H 5.5250 -4.1535 2.3285
H 4.7559 -4.4757 4.0678
H 6.4068 -3.4333 3.8962
H 2.9123 -1.8878 4.9575
H 4.4948 -0.7813 4.9052
H 4.6412 -2.5511 5.5579
H 2.4208 -2.0534 1.9451
H 2.4209 -3.4657 3.1926
H 3.4406 -3.6001 1.5798
H 6.0792 -1.9368 1.6706
H 6.1682 -0.8413 3.1990
H 2.8187 -0.1006 0.3513
H 3.9246 -1.6557 0.0236
H 4.3394 0.0898 -0.7584
H 6.7828 1.0901 1.8255
H 6.7584 -0.1382 0.3641
H 5.8322 1.5300 0.1502
H 2.1486 -0.4275 3.3652
H 0.6417 1.5017 4.6450
H -0.5971 5.7094 4.2988
H 0.9335 6.0396 3.2497
H 0.2121 3.7296 1.7700
H -1.0359 5.1401 1.7929
H -1.9452 1.4283 3.4286
H -0.5287 1.7274 2.2090
H -2.8548 2.7294 0.6120
H -3.5464 1.1960 1.6477
H -1.5456 -0.0288 0.8947
H 3.5783 4.9823 3.0194
H 5.1585 3.1418 1.7445
C -4.5506 -1.9644 0.4300
Cl -5.8683 -1.2507 -0.5156
Cl -4.9466 -1.9514 2.1571
Cl -4.2144 -3.6152 -0.1187
H -3.6519 -1.3613 0.2782
C -6.9143 -1.8786 -4.5190
Cl -6.9311 -0.1104 -4.4043
Cl -6.0211 -2.5817 -3.1598
Cl -8.5673 -2.5142 -4.5727
H -6.4074 -2.1587 -5.4460
C -5.8425 -1.2484 -8.8142
Cl -4.2014 -0.7263 -9.2313
Cl -6.0429 -2.9806 -9.1287
Cl -6.2011 -0.8783 -7.1190
H -6.5486 -0.7002 -9.4431
C -7.8726 3.9712 -2.9263
Cl -9.5271 3.6051 -3.4443
Cl -7.0176 2.4851 -2.4790
Cl -6.9970 4.8322 -4.2036
H -7.9222 4.6180 -2.0467
C 6.0979 0.7806 7.5215
Cl 7.4549 1.6578 8.2488
Cl 5.2558 1.8028 6.3444
Cl 6.6622 -0.7144 6.7562
H 5.3936 0.5168 8.3147
C -1.4021 -0.1944 -11.9390
Cl -0.0451 0.6828 -11.2117
Cl -2.2442 0.8278 -13.1162
Cl -0.8378 -1.6894 -12.7044
H -2.1064 -0.4582 -11.1459
C -5.1558 -5.8789 -5.2577
Cl -4.3523 -4.9056 -4.0139
Cl -6.6527 -6.5846 -4.6246
Cl -5.4894 -4.8988 -6.6954
H -4.4854 -6.6933 -5.5441
*
```

Values from the calculation:
- LUMO energy (Eh) = 0.05757
- highest occupied orbital energy (eV) = -2.011
- HOMO-LUMO gap (Eh) = 0.13148

No. 6
The following is a quantum chemistry calculation of a cluster of 2 separate species, C4H7N3O2 in total, from OMol25.

Structure (ORCA input):
```
! RIJCOSX wB97M-V def2-TZVPD def2/J DEFGRID3
* xyz 0 1
C 0.3562 -1.7057 2.4211
C 0.2997 -0.5158 -0.5115
C 0.0373 -0.2579 -1.9008
C -0.6331 0.9399 -1.9303
H -0.6546 -1.3109 2.0262
H 0.5136 -1.1295 3.4999
H 0.4983 -2.8092 2.5490
H 1.5686 -2.2064 -0.2955
H -0.0374 -1.1542 -2.5959
H -0.9688 1.4000 -2.8509
H -0.7470 2.4083 1.1467
N 0.9093 -1.5146 0.1380
N -0.7430 1.3649 -0.6858
N -0.1596 0.5529 0.1532
O 1.2876 -1.1466 1.5045
O -1.3602 2.5487 -0.1532
*
```

Values from the calculation:
- energy above the lowest of the compared OMol25 structures with the same formula, charge and spin (eV) = 8.435
- LUMO energy (Eh) = -0.00612
- highest occupied orbital energy (eV) = -7.934
- HOMO-LUMO gap (Eh) = 0.28547

Number 1: energy -34458.6307 eV. Number 2: energy -8904.7047 eV. Number 3: energy -86276.7104 eV. Number 4: energy -11386.6332 eV. Number 5: energy -295065.1728 eV. Number 6: energy -12819.0949 eV.